(1)
Computed, not measured: 2 unconnected molecules or ions with the total composition C3H10N2O at a distorted geometry, with ωB97M-V/def2-TZVPD.

ORCA input file:
```
! wB97M-V def2-TZVPD RIJCOSX def2/J DEFGRID3
* xyz 1 2
C 2.131 -0.561 0.642
C 1.468 -1.765 0.799
N 1.663 0.675 0.744
H 3.100 -0.569 0.147
H 1.846 -2.684 0.370
H 0.392 -1.778 0.955
H -2.816 0.305 -1.882
H 2.383 1.379 0.879
H 0.684 0.961 0.839
N -0.718 0.825 -0.761
C -1.988 0.505 -0.100
O -2.949 -0.040 -0.991
H -0.761 1.609 -1.391
H -0.255 0.005 -1.128
H -1.838 -0.320 0.594
H -2.342 1.454 0.286
*
```

The value obtained for the HOMO energy (alpha / beta) is -13.76 / -13.74 eV. Its HOMO-LUMO gap (alpha / beta) is 9.81 / 6.05 eV. Its energy above the lowest of the compared OMol25 structures with the same formula, charge and spin is 44.1 kcal/mol. Its expectation value of S² is 0.770. Its total energy is -304.71506 a.u.

=====

(2)
Computed, not measured: a molecular structure, C3H10N2O2 at a distorted geometry, with ωB97M-V/def2-TZVPD.

ORCA input file:
```
! wB97M-V def2-TZVPD RIJCOSX def2/J DEFGRID3
* xyz 0 1
C -0.668 -1.800 -1.088
C 1.758 0.020 -0.430
N -1.700 -1.784 -0.338
O 0.677 -0.271 0.407
H -1.800 -2.579 0.287
H -1.859 -0.571 0.291
H 0.005 -2.650 -1.177
H -0.533 -0.978 -1.777
H 1.412 0.371 -1.414
H 2.342 -0.897 -0.569
H 2.427 0.784 -0.006
C -0.051 2.036 1.049
N -0.541 0.921 0.239
O -1.627 0.436 0.831
H 0.050 1.747 2.098
H 0.895 2.381 0.641
H -0.788 2.836 0.954
*
```

The value obtained for the HOMO energy is -8.24 eV. Its HOMO-LUMO gap is 8.97 eV. Its energy above the lowest of the compared OMol25 structures with the same formula, charge and spin is 141.1 kcal/mol. Its total energy is -380.11176 a.u.

=====

(3)
Computed, not measured: 2 unconnected molecules or ions with the total composition C3H10N2O2 at a distorted geometry, with ωB97M-V/def2-TZVPD.

ORCA input file:
```
! wB97M-V def2-TZVPD RIJCOSX def2/J DEFGRID3
* xyz 0 1
C 0.768 0.361 1.511
N -0.017 -0.749 0.943
C -1.416 -0.338 0.679
C -1.618 0.757 -0.341
N -0.698 0.842 -1.337
O -2.553 1.518 -0.261
H 0.748 1.325 1.011
H 1.778 0.024 1.737
H 0.337 0.464 2.516
H 0.347 -0.980 0.021
H -1.806 0.064 1.622
H -1.944 -1.293 0.641
H 0.189 0.343 -1.302
H -0.862 1.488 -2.092
H 1.740 -1.767 -2.150
H 2.939 -0.858 -1.711
O 2.067 -1.200 -1.487
*
```

The value obtained for the HOMO energy is -8.89 eV. Its HOMO-LUMO gap is 9.23 eV. Its energy above the lowest of the compared OMol25 structures with the same formula, charge and spin is 27.4 kcal/mol. The SMILES is CNCC(N)=O.O. Its total energy is -380.29300 a.u.

=====

(4)
Computed, not measured: 2 unconnected molecules or ions with the total composition C3H10N2O2 at a distorted geometry, with ωB97M-V/def2-TZVPD.

ORCA input file:
```
! wB97M-V def2-TZVPD RIJCOSX def2/J DEFGRID3
* xyz 0 1
O 0.561 -1.045 1.006
C 1.168 -0.347 0.192
N 0.358 0.440 -0.727
C -1.107 0.419 -0.628
N -1.721 1.729 -0.984
C 2.637 -0.333 0.135
H 0.795 0.963 -1.451
H -1.566 -0.339 -1.468
H -1.534 -0.005 0.413
H -2.565 1.600 -1.369
H -1.624 2.435 -0.426
H 3.162 -1.322 0.335
H 2.971 -0.031 -0.943
H 3.162 0.385 0.781
H -1.597 -1.234 2.439
H -1.149 -1.631 1.095
O -1.951 -1.683 1.601
*
```

The value obtained for the HOMO energy is -9.11 eV. Its HOMO-LUMO gap is 9.90 eV. Its energy above the lowest of the compared OMol25 structures with the same formula, charge and spin is 49.8 kcal/mol. The SMILES is CC(=O)NCN.O. Its total energy is -380.25731 a.u.

=====

(5)
Computed, not measured: a single C3H10N2O2 molecule at a distorted geometry, with ωB97M-V/def2-TZVPD.

ORCA input file:
```
! wB97M-V def2-TZVPD RIJCOSX def2/J DEFGRID3
* xyz 0 1
C 1.184 0.042 0.512
C 1.623 0.537 -0.856
H 1.392 -0.202 -1.623
H 1.356 0.778 1.303
H 1.759 -0.835 0.814
H -0.402 1.081 0.758
H 2.699 0.714 -0.877
H 1.121 1.468 -1.117
C -0.453 -0.574 0.554
N -1.776 0.984 -0.755
O -0.538 -1.236 1.764
O -0.635 -1.431 -0.509
N -1.365 0.515 0.527
H -1.411 -1.044 2.137
H -0.157 -2.248 -0.320
H -2.791 1.015 -0.717
H -1.603 0.435 -1.596
*
```

The value obtained for the HOMO energy is -8.81 eV. Its HOMO-LUMO gap is 9.62 eV. Its energy above the lowest of the compared OMol25 structures with the same formula, charge and spin is 80.0 kcal/mol. The SMILES is CCC(O)(O)NN. Its total energy is -380.20913 a.u.

=====

(6)
Computed, not measured: 2 unconnected molecules or ions with the total composition C3H10N2O2 at a distorted geometry, with ωB97M-V/def2-TZVPD.

ORCA input file:
```
! wB97M-V def2-TZVPD RIJCOSX def2/J DEFGRID3
* xyz 0 1
O -2.684 1.136 0.987
C -2.149 0.947 -0.078
C -0.651 0.714 -0.206
N 0.215 1.444 0.653
C 1.571 0.985 0.802
N 1.670 -0.312 1.480
H -2.772 1.101 -0.970
H -0.471 -0.341 -0.294
H -0.531 1.092 -1.253
H 0.135 2.441 0.532
H 2.062 1.661 1.506
H 2.170 0.927 -0.113
H 0.976 -0.286 2.221
H 1.411 -1.076 0.865
H 0.340 -3.605 -1.613
H -0.825 -3.664 -2.626
O -0.465 -3.164 -1.892
*
```

The value obtained for the HOMO energy is -8.83 eV. Its HOMO-LUMO gap is 9.42 eV. Its energy above the lowest of the compared OMol25 structures with the same formula, charge and spin is 53.9 kcal/mol. The SMILES is NCNCC=O.O. Its total energy is -380.25082 a.u.